Entry 1:
Density functional theory data (ωB97M-V with the def2-TZVPD basis set) for C6H6N2O in the gas phase in a non-equilibrium geometry.

The geometry in XYZ format:
```
15
Properties=species:S:1:pos:R:3:forces:R:3
N -4.0007 0.2166 0.2462 1.83 -0.28 -0.46
C -2.8748 -0.0140 0.0532 -3.75 -1.03 0.46
C -1.5052 -0.3070 -0.0579 1.73 0.70 -0.16
N -0.9072 -1.4867 -0.2900 0.94 0.98 0.07
C -0.8453 0.9095 0.1081 -1.45 -1.09 0.54
C 0.5095 1.2450 0.1732 -0.64 2.78 0.03
C 1.7111 0.6810 -0.0498 -0.57 -0.45 0.60
C 2.2980 -0.6145 -0.0515 1.42 -2.39 -0.99
O 1.8873 -1.7891 0.0276 -0.01 2.20 0.13
H 0.1260 -1.3586 -0.2268 -0.69 -1.24 -0.09
H -1.2591 -2.4377 -0.3316 -0.36 0.75 0.10
H -1.5885 1.6869 0.3207 0.82 0.03 -0.15
H 0.5038 2.3777 0.3877 0.70 -1.72 -0.53
H 2.5323 1.3220 -0.0852 0.87 1.55 0.11
H 3.4127 -0.4312 -0.2236 -0.83 -0.79 0.33
```
Forces are in eV/Å.

E_LUMO (spin up / spin down): -0.0473 / -0.0473 Ha
Molecular weight: 122.13 u
SMILES: N#C/C(N)=C/C=C\C=O
Charge: 0
Multiplicity: 1
HOMO-LUMO gap (spin up / spin down): 7.35 / 7.35 eV
Energy relative to the best compared isomer or geometry (same formula, charge and spin): 51.5 kcal per mole

Atom charges from the natural (NBO) analysis, given in e for atoms 1 to 6: atom 1 (N): -0.2576, atom 2 (C): 0.2316, atom 3 (C): 0.1658, atom 4 (N): -0.7361, atom 5 (C): -0.3439, atom 6 (C): -0.0756

---

Entry 2:
Density functional theory data (ωB97M-V with the def2-TZVPD basis set) for a 2-piece molecular cluster, C6H6N2O2 overall in a non-equilibrium geometry.

The geometry in XYZ format:
```
16
Properties=species:S:1:pos:R:3:forces:R:3
O 2.6249 2.4603 -1.2612 -3.27 -3.73 -1.01
C 1.8077 1.4487 -1.3179 4.40 3.60 0.61
C 2.1489 0.1107 -1.7084 0.85 -3.55 3.55
C 1.5802 -0.9186 -0.8482 0.19 2.62 -1.82
N 0.4674 -0.7175 0.0278 -0.08 -1.58 -2.14
C -0.2900 0.4169 -0.2498 2.18 1.32 0.22
O -1.4321 0.5669 0.0832 0.48 0.44 -0.68
N 0.6043 1.5026 -0.7652 -6.81 0.77 1.89
H 3.2380 0.0042 -1.9439 -1.30 -0.35 -0.48
H 1.9035 -1.9478 -0.8545 0.41 0.08 -0.03
H -0.1241 -1.5859 0.2211 1.15 1.76 -0.15
H -0.0009 2.3819 -0.7246 1.87 -1.27 -0.09
C -2.8106 -0.4152 2.3712 -0.76 -0.71 0.21
C -3.4246 -1.4528 2.2843 0.40 0.29 0.01
H -2.3520 0.5490 2.4936 -0.10 -0.45 -0.15
H -3.9406 -2.4035 2.1924 0.37 0.75 0.07
```
Forces are in eV/Å.

E_LUMO: -0.0022 Ha
Molecular weight: 138.13 u
SMILES: O=c1cc[nH]c(=O)[nH]1.C#C
Charge: 0
Multiplicity: 1
HOMO-LUMO gap: 9.58 eV
Energy relative to the best compared isomer or geometry (same formula, charge and spin): 76.3 kcal per mole

Atom charges from the natural (NBO) analysis, given in e for atoms 1 to 6: atom 1 (O): -0.6074, atom 2 (C): 0.5986, atom 3 (C): -0.3822, atom 4 (C): 0.0899, atom 5 (N): -0.6198, atom 6 (C): 0.8084

---

Entry 3:
Density functional theory data (ωB97M-V with the def2-TZVPD basis set) for a 2-piece molecular cluster, C6H6N2O2 overall in a non-equilibrium geometry.

The geometry in XYZ format:
```
16
Properties=species:S:1:pos:R:3:forces:R:3
O 1.2891 -1.3715 -0.3666 -6.98 0.30 0.10
C 0.2651 -0.6529 -0.0856 2.23 -2.59 -2.14
C 0.1426 0.8214 -0.0758 2.99 1.37 -1.07
C -1.0383 1.4350 -0.1121 1.94 2.20 0.84
N -2.1666 0.7135 -0.1300 1.60 2.07 -0.54
C -2.1647 -0.5685 -0.0683 -2.21 -7.97 3.03
O -3.1435 -1.3426 0.1023 0.61 2.48 -1.32
N -0.9611 -1.2487 0.1471 0.75 1.77 -0.91
H 1.0808 1.4633 -0.2740 -1.76 -1.34 0.76
H -1.1099 2.5779 0.0280 -0.10 -2.10 -0.72
H -2.9456 1.2365 -0.0849 -3.80 1.29 0.10
H -1.0458 -2.2465 0.0371 0.04 -0.10 0.10
C 3.2025 -0.2682 -0.3181 0.74 1.67 2.38
C 2.5811 -0.0976 0.7163 4.67 0.90 -0.85
H 3.6722 -0.4593 -1.2562 -0.23 -0.01 0.04
H 2.3422 0.0081 1.7408 -0.48 0.06 0.19
```
Forces are in eV/Å.

E_LUMO: 0.0049 Ha
Molecular weight: 138.13 u
SMILES: O=c1cc[nH]c(=O)[nH]1.C#C
Charge: 0
Multiplicity: 1
HOMO-LUMO gap: 7.90 eV
Energy relative to the best compared isomer or geometry (same formula, charge and spin): 108.7 kcal per mole

Atom charges from the natural (NBO) analysis, given in e for atoms 1 to 6: atom 1 (O): -0.5982, atom 2 (C): 0.6280, atom 3 (C): -0.3940, atom 4 (C): 0.0527, atom 5 (N): -0.5729, atom 6 (C): 0.7592

---

Repeat the third record exactly.
Density functional theory data (ωB97M-V with the def2-TZVPD basis set) for a 2-piece molecular cluster, C6H6N2O2 overall in a non-equilibrium geometry.

The geometry in XYZ format:
```
16
Properties=species:S:1:pos:R:3:forces:R:3
O 1.2891 -1.3715 -0.3666 -6.98 0.30 0.10
C 0.2651 -0.6529 -0.0856 2.23 -2.59 -2.14
C 0.1426 0.8214 -0.0758 2.99 1.37 -1.07
C -1.0383 1.4350 -0.1121 1.94 2.20 0.84
N -2.1666 0.7135 -0.1300 1.60 2.07 -0.54
C -2.1647 -0.5685 -0.0683 -2.21 -7.97 3.03
O -3.1435 -1.3426 0.1023 0.61 2.48 -1.32
N -0.9611 -1.2487 0.1471 0.75 1.77 -0.91
H 1.0808 1.4633 -0.2740 -1.76 -1.34 0.76
H -1.1099 2.5779 0.0280 -0.10 -2.10 -0.72
H -2.9456 1.2365 -0.0849 -3.80 1.29 0.10
H -1.0458 -2.2465 0.0371 0.04 -0.10 0.10
C 3.2025 -0.2682 -0.3181 0.74 1.67 2.38
C 2.5811 -0.0976 0.7163 4.67 0.90 -0.85
H 3.6722 -0.4593 -1.2562 -0.23 -0.01 0.04
H 2.3422 0.0081 1.7408 -0.48 0.06 0.19
```
Forces are in eV/Å.

E_LUMO: 0.0049 Ha
Molecular weight: 138.13 u
SMILES: O=c1cc[nH]c(=O)[nH]1.C#C
Charge: 0
Multiplicity: 1
HOMO-LUMO gap: 7.90 eV
Energy relative to the best compared isomer or geometry (same formula, charge and spin): 108.7 kcal per mole

Atom charges from the natural (NBO) analysis, given in e for atoms 1 to 6: atom 1 (O): -0.5982, atom 2 (C): 0.6280, atom 3 (C): -0.3940, atom 4 (C): 0.0527, atom 5 (N): -0.5729, atom 6 (C): 0.7592